{
  "formula": "C2H3BrCl2Si",
  "method": "ωB97M-V/def2-TZVPD",
  "total_charge": 0,
  "orbital_gap_ev": 7.072,
  "homo_energy_ev": -8.4,
  "symbols": ["C", "C", "Si", "Cl", "Cl", "Br", "H", "H", "H"],
  "positions_angstrom": [[0.9891, -0.4504, -0.4717], [0.1454, 0.0491, 0.5093], [-1.6363, 0.1591, 0.4352], [-2.5412, -0.0922, -1.2237], [-2.7377, 0.8329, 1.9509], [2.9602, 1.0031, -0.8841], [1.6669, -1.3081, -0.2868], [0.7836, -0.3148, -1.5304], [0.3701, 0.1213, 1.5013]],
  "forces_ev_per_angstrom": [[2.564, -0.198, -1.319], [-3.887, 0.332, -1.164], [3.885, 0.619, 1.181], [-1.590, -0.391, -2.239], [-0.179, -0.072, 0.234], [-1.179, -0.736, 0.380], [-0.432, 0.841, 0.086], [-0.519, -0.314, 0.240], [1.335, -0.082, 2.599]],
  "mulliken_charge": [-0.8058, -0.1752, 0.5322, -0.1056, -0.1456, -0.3690, 0.3331, 0.3301, 0.4058]
}



{
  "formula": "C2H3BrClF",
  "method": "ωB97M-V/def2-TZVPD",
  "total_charge": 0,
  "orbital_gap_ev": 10.438,
  "homo_energy_ev": -9.6,
  "smiles": "F/C=C/Br.Cl",
  "symbols": ["C", "C", "F", "Cl", "Br", "H", "H", "H"],
  "positions_angstrom": [[-0.3415, 0.3261, -0.1956], [-0.5486, 0.1591, -1.4778], [0.9092, 0.5848, 0.2040], [1.7094, -1.3524, 2.3083], [-2.2626, -0.0400, -2.2032], [-1.1094, 0.5217, 0.6810], [1.4780, -0.3235, 2.8472], [0.1655, 0.1242, -2.1640]],
  "forces_ev_per_angstrom": [[-1.453, 1.403, 2.141], [-3.321, -0.176, 2.283], [0.342, -0.069, 0.186], [0.807, -3.597, -1.627], [-0.271, -0.068, 0.049], [1.529, -0.820, -2.178], [-0.751, 3.448, 1.762], [3.117, -0.121, -2.617]],
  "mulliken_charge": [0.0985, -0.4338, -0.2220, -0.2208, -0.1267, 0.2686, 0.2025, 0.4337]
}



{
  "formula": "C2H3BrClFIN",
  "method": "ωB97M-V/def2-TZVPD",
  "total_charge": 0,
  "orbital_gap_ev": 10.662,
  "homo_energy_ev": -10.1,
  "smiles": "F/C(Br)=N\\CCl.I",
  "symbols": ["C", "C", "N", "F", "Cl", "Br", "I", "H", "H", "H"],
  "positions_angstrom": [[0.3072, 0.7651, 0.9108], [1.8738, -0.3078, -0.5696], [1.3268, -0.1053, 0.5159], [1.6470, 0.2747, -1.7428], [-0.3859, 1.8581, -0.3530], [3.2341, -1.5935, -0.7262], [-3.7395, -0.5692, -0.7735], [-0.5182, 0.1600, 1.2941], [0.7001, 1.3989, 1.7087], [-4.4456, -1.8811, -0.2645]],
  "forces_ev_per_angstrom": [[-0.417, 0.265, 0.159], [0.012, -0.089, 0.217], [0.480, -0.370, -0.309], [-0.065, 0.029, 0.108], [-0.075, 0.032, 0.158], [0.153, -0.106, -0.135], [0.374, 0.575, -0.185], [0.047, 0.220, -0.067], [-0.191, 0.005, -0.155], [-0.318, -0.562, 0.208]],
  "mulliken_charge": [-0.2619, 0.5060, -0.3357, -0.1672, -0.1984, -0.1047, -0.0874, 0.2668, 0.2947, 0.0878]
}



{
  "formula": "C2H3BrClN2S",
  "method": "ωB97M-V/def2-TZVPD",
  "total_charge": 1,
  "orbital_gap_ev": 8.918,
  "homo_energy_ev": -14.2,
  "smiles": "[NH2+]=C(Br)NC(=S)Cl",
  "symbols": ["C", "C", "N", "N", "S", "Cl", "Br", "H", "H", "H"],
  "positions_angstrom": [[-0.0359, 0.1376, 0.6519], [-2.0333, 1.1232, -0.8277], [-1.1714, 0.7473, 0.4499], [0.6230, -0.5364, -0.2627], [-3.0797, 2.2910, -0.7604], [-1.6517, 0.0934, -2.0753], [0.7167, 0.1363, 2.4317], [-1.6226, 1.0090, 1.3264], [0.2339, -0.8557, -1.1930], [1.6033, -0.5413, -0.0645]],
  "forces_ev_per_angstrom": [[0.199, -0.551, -0.218], [1.406, -0.290, 2.547], [-1.987, 0.740, -0.046], [-0.056, -0.063, -0.682], [-0.008, 0.037, 0.121], [-0.125, -0.569, -1.286], [-0.557, 0.221, -1.256], [-0.170, 0.395, -0.483], [0.700, 0.895, 1.668], [0.598, -0.814, -0.365]],
  "mulliken_charge": [0.7570, 0.4227, -0.2888, -0.3221, -0.1129, -0.1155, -0.0521, 0.2416, 0.2273, 0.2428]
}



{
  "formula": "C2H3BrClNO2",
  "method": "ωB97M-V/def2-TZVPD",
  "total_charge": 0,
  "orbital_gap_ev": [6.598, 6.609],
  "homo_energy_ev": [-9.8, -9.8],
  "symbols": ["C", "C", "N", "O", "O", "Cl", "Br", "H", "H", "H"],
  "positions_angstrom": [[0.1674, -0.3061, 0.0772], [1.5042, 0.0173, 0.3505], [2.0306, 0.9590, 1.4026], [1.1836, 1.5228, 2.0049], [3.2174, 0.8915, 1.6604], [2.4583, 2.0787, -1.2792], [2.7266, -1.2050, -0.2317], [-0.5547, 0.4374, -0.1184], [-0.2944, -0.7389, 0.9788], [-0.0800, -1.1152, -0.6677]],
  "forces_ev_per_angstrom": [[-3.334, -1.981, -0.098], [3.489, 1.111, -2.287], [1.454, -1.967, 0.087], [-1.469, 1.379, 0.780], [-0.874, 0.347, -0.369], [-0.932, -1.322, 0.972], [0.297, -0.153, 0.194], [-0.233, 1.677, -0.230], [0.387, -0.002, 0.461], [1.215, 0.912, 0.489]],
  "mulliken_charge": [-1.0810, 0.2173, 1.0821, -0.5522, -0.4973, -0.3522, 0.1121, 0.3263, 0.3647, 0.3802]
}



{
  "formula": "C2H3BrClNO2S",
  "method": "ωB97M-V/def2-TZVPD",
  "total_charge": 0,
  "orbital_gap_ev": 7.914,
  "homo_energy_ev": -9.0,
  "smiles": "C=C(Br)[N+](=O)[O-].SCl",
  "symbols": ["C", "C", "N", "O", "O", "S", "Cl", "Br", "H", "H", "H"],
  "positions_angstrom": [[-2.3928, 0.3781, 0.1004], [-1.1084, -0.1037, 0.1722], [-0.0616, 0.3528, -0.7099], [-0.1566, 1.4028, -1.2125], [0.8454, -0.4005, -0.9241], [3.6348, -0.7806, 0.8159], [3.2442, 1.1430, 0.6363], [-0.7053, -1.7383, 1.0345], [-3.1212, -0.1491, 0.6820], [-2.7713, 1.0446, -0.5733], [2.5929, -1.1490, -0.0216]],
  "forces_ev_per_angstrom": [[3.312, -2.977, 1.491], [-3.410, -0.159, 0.216], [0.417, -1.621, 0.517], [-0.992, 3.608, -1.217], [1.195, -1.356, -0.153], [-0.642, -1.476, -0.611], [-0.165, 1.424, 0.000], [-0.140, 0.511, 0.249], [-0.189, -0.125, 0.383], [-0.274, 2.133, -1.571], [0.887, 0.038, 0.695]],
  "mulliken_charge": [-0.6512, 0.2575, 0.9605, -0.5611, -0.5658, -0.0971, -0.1235, -0.0436, 0.2734, 0.3272, 0.2239]
}



Calculated ΔE to the lowest compared entry with this formula, charge and spin (kJ/mol), listed in the same order as above: 328.4; 129.7; 0.9; 0.0; 313.8; 95.8